ORCA calculation (ωB97M-V/def2-TZVPD) on C40H82ClFI4N3O10P2 as an isolated structure in a non-equilibrium geometry.

Geometry as XYZ:
```
143
Properties=species:S:1:pos:R:3:forces:R:3:lowdin_charge:R:1
C -2.61857 4.99506 -3.76884 -0.486 -0.231 -0.458 -0.17
C -2.70573 5.14476 -2.11212 -0.826 0.875 -1.328 -0.32
C -2.40660 3.77146 -1.29541 -1.433 1.733 2.035 -0.58
Cl -3.52120 2.61957 -2.22220 1.157 -0.393 0.785 0.64
C -0.86122 3.36233 -0.88740 2.184 -0.295 -2.670 -0.23
C 0.16119 4.60356 -1.26854 1.307 2.329 1.920 -0.16
C -0.18397 2.24720 -1.97433 -0.932 -2.206 -1.566 -0.31
P 0.64613 2.94036 -3.60576 -0.065 0.703 -1.316 0.94
N 2.40863 3.15496 -3.45093 -0.625 0.311 -0.695 -0.21
O 0.42590 1.76461 -4.92834 -0.572 1.300 2.366 -0.39
C 0.39286 0.89248 -1.16584 -2.979 1.017 -3.175 -0.28
C 1.58837 -0.00278 -1.76607 1.991 -3.440 1.302 -0.27
N 2.20356 0.17784 -3.08434 1.852 0.265 0.107 -0.16
C 3.57253 -0.54037 -3.06295 -1.199 -1.083 -0.290 -0.10
C -0.89068 -0.08837 -1.40737 -3.026 -0.491 1.197 -0.60
I -1.08724 -0.98640 -3.45804 0.144 1.994 -0.052 0.95
C -1.30429 -1.34158 -0.49260 -2.571 -0.489 0.611 -0.75
C -2.98005 -1.54898 -0.54656 0.819 -0.743 0.548 -0.21
I -0.72140 -3.35293 -1.29017 0.514 0.205 1.827 0.79
N 0.56716 1.61090 0.23440 2.884 1.214 -1.742 -0.25
C 1.98100 2.23631 0.17685 3.866 0.599 -1.949 -0.18
C 2.54247 3.29420 1.20204 1.992 1.516 2.443 -0.18
C 2.71188 4.87843 0.84139 -0.138 0.463 1.190 -0.15
C 3.90265 5.51095 1.83397 -2.032 1.528 -0.246 -0.19
O 5.25785 5.12160 1.45442 0.008 -1.972 3.453 -0.08
C 5.94846 4.31488 2.46203 4.164 -5.226 -2.640 -0.29
C 5.99540 4.54728 4.08110 -1.727 -0.347 0.416 -0.03
O 6.68173 3.26700 1.99253 -4.859 6.890 2.800 -0.05
P 1.02513 0.35535 1.38719 -3.750 -4.402 7.436 0.89
O 2.20016 0.61881 2.60274 1.511 -0.441 -3.630 -0.35
O 1.39075 -1.22332 0.96531 3.083 1.968 -0.854 -0.26
C -0.62988 2.59913 0.61035 -3.129 -0.017 0.416 -0.19
C -2.00169 1.71922 1.04783 -1.342 -1.170 -1.195 -0.08
C -3.05719 2.32985 2.11001 -2.980 -4.034 7.709 -0.21
O -3.40334 1.55039 3.17932 2.514 5.526 -7.863 -0.03
F -3.84407 3.57834 2.07773 2.762 -3.263 -1.001 -0.04
C -0.59837 3.35649 2.03527 0.831 4.621 2.275 -0.51
I -0.13518 2.32070 4.01083 -0.210 -0.002 -1.603 1.07
C -0.93265 4.73445 2.47220 1.210 -3.077 -0.022 -0.74
C -0.74853 5.35536 4.01685 0.193 1.012 -0.023 -0.27
I -1.83322 6.17244 1.20445 0.248 -0.295 0.577 1.07
H -1.93195 4.11647 -4.12081 -1.160 1.739 0.830 0.02
H -2.23560 5.97577 -4.29721 -0.760 -1.901 1.288 0.09
H -3.70126 4.75466 -4.19447 2.375 0.590 0.931 0.08
H -2.09783 6.09021 -1.82177 -0.865 -1.998 -0.159 0.06
H -3.85142 5.41440 -1.90614 2.599 -0.694 -0.173 0.13
H -3.02439 3.89750 -0.27721 1.635 -0.317 -2.209 0.07
H 1.28891 4.33318 -1.40845 -2.290 -0.256 0.145 0.04
H 0.29960 5.41199 -0.40097 -0.793 -1.813 -1.795 0.02
H -0.09857 5.23972 -2.20244 -0.065 -1.585 1.593 0.08
H -1.05037 1.85660 -2.70154 1.388 0.568 1.962 0.03
H 2.58195 4.19629 -3.48094 -0.374 -1.508 -0.224 0.05
H 2.90777 2.73339 -4.26463 -0.477 0.216 1.041 0.05
H -0.55267 1.82469 -5.14419 1.605 -0.112 0.226 0.04
H 1.23128 -1.14726 -1.71100 0.235 2.431 0.152 0.07
H 2.55649 -0.15534 -1.07248 -2.306 1.079 -1.107 0.11
H 1.75159 -0.23898 -3.91176 -0.590 0.414 1.084 0.05
H 3.88892 -0.65564 -4.18184 -0.188 0.420 2.266 0.11
H 3.32039 -1.64184 -2.67620 1.051 2.057 -0.623 0.10
H 4.35420 -0.02007 -2.36886 -1.466 -0.875 -1.498 0.10
H -1.94204 0.48661 -1.45358 2.738 -0.749 0.289 0.03
H -1.14831 -1.28822 0.65822 0.572 -0.035 -2.209 0.06
H -3.27338 -2.06846 -1.55325 0.321 1.380 1.927 0.04
H -3.20695 -2.32715 0.32354 0.292 1.729 -1.899 0.09
H -3.52959 -0.54008 -0.33202 0.890 -1.871 -0.540 0.08
H 2.77956 1.34420 0.30220 -2.018 1.506 -0.266 0.12
H 2.30069 2.55147 -0.92962 -1.171 -0.461 2.111 0.15
H 3.69564 3.03762 1.44323 -2.560 -0.145 -0.980 0.14
H 2.11562 3.29170 2.31891 0.454 -0.371 -2.709 0.09
H 1.72095 5.41673 1.23423 2.142 -0.870 -1.249 0.11
H 2.96773 5.12642 -0.27007 -0.575 -0.554 2.091 0.13
H 3.56990 5.24525 2.92088 1.033 0.251 -1.847 0.12
H 3.84963 6.69982 1.75437 0.081 -2.614 0.082 0.15
H 5.17312 5.32807 4.45346 2.108 -1.494 -0.902 0.09
H 5.66409 3.51071 4.57207 0.801 2.193 -1.303 0.11
H 7.05731 4.78034 4.52275 -2.078 -0.280 -1.429 0.11
H 3.13272 0.38298 2.26022 -1.447 0.583 0.964 0.10
H 2.39598 -1.39308 0.99486 -1.820 -0.114 -0.293 0.11
H -2.72347 1.49642 0.16571 1.465 0.515 1.022 0.08
H -1.72308 0.64081 1.46331 -0.471 2.678 -0.456 0.12
H 0.38406 5.27207 4.38860 -2.630 -0.330 -0.844 0.07
H -0.94138 6.53228 4.05229 0.201 -2.613 -0.671 0.07
H -1.51994 4.90920 4.78395 1.741 0.554 -1.636 0.08
C -4.22733 -6.07656 3.39228 -0.153 -0.196 0.011 -0.08
C -4.49808 -4.78773 2.63663 0.034 -0.111 -0.085 -0.28
O -4.78053 -4.99148 1.25479 0.121 0.113 -0.069 -0.18
C -5.93650 -5.76726 0.94948 -0.049 0.123 -0.095 -0.28
C -7.22799 -5.14757 1.45273 -0.045 0.060 0.264 -0.08
H -3.45940 -6.66810 2.88491 -0.022 0.126 0.062 0.08
H -3.89294 -5.85993 4.41142 -0.034 -0.011 -0.128 0.08
H -5.12557 -6.69667 3.45984 0.071 0.057 0.076 0.07
H -3.60097 -4.16171 2.68041 -0.107 -0.029 -0.236 0.11
H -5.30076 -4.21296 3.10957 -0.047 -0.057 0.040 0.11
H -5.81730 -6.79038 1.31857 -0.040 -0.002 0.076 0.11
H -5.98448 -5.83476 -0.14308 0.244 0.096 0.166 0.12
H -7.27136 -5.14781 2.54555 -0.071 -0.045 -0.079 0.07
H -8.09200 -5.70944 1.08418 0.131 0.073 0.031 0.08
H -7.31382 -4.10745 1.12294 0.009 -0.146 -0.053 0.08
C -1.82552 -0.72453 -9.85260 -0.021 -0.249 -0.054 -0.08
C -0.98726 -0.23295 -8.68596 -0.115 0.024 -0.053 -0.28
O -1.29658 -0.88109 -7.45511 -0.030 0.038 0.228 -0.19
C -1.08263 -2.28934 -7.40645 0.105 0.124 0.030 -0.28
C 0.36688 -2.68624 -7.62237 0.134 0.035 -0.218 -0.08
H -2.89101 -0.68344 -9.60742 0.120 0.085 -0.021 0.08
H -1.64177 -0.11253 -10.74091 -0.019 -0.065 0.130 0.08
H -1.58859 -1.76158 -10.10622 0.008 0.100 -0.063 0.07
H -1.18949 0.83231 -8.53448 0.008 -0.179 0.218 0.12
H 0.08219 -0.31772 -8.90375 0.001 -0.061 -0.041 0.11
H -1.74324 -2.79989 -8.11366 0.049 -0.023 -0.041 0.11
H -1.38804 -2.61461 -6.40571 -0.093 0.221 -0.076 0.09
H 0.69152 -2.47103 -8.64435 -0.009 -0.093 0.077 0.07
H 0.50086 -3.75852 -7.44831 -0.033 0.141 -0.009 0.08
H 1.02596 -2.13174 -6.94699 -0.102 -0.077 0.007 0.08
C 1.79320 -6.25556 0.37396 -0.073 -0.239 0.073 -0.09
C 2.33951 -5.81364 -0.97202 0.221 -0.102 0.129 -0.31
O 3.58026 -6.42886 -1.30791 0.002 0.156 -0.008 -0.17
C 3.57178 -7.84809 -1.43840 0.079 0.010 -0.145 -0.28
C 2.65750 -8.34595 -2.54359 -0.263 0.059 -0.016 -0.08
H 2.54997 -6.13895 1.15546 -0.060 0.061 -0.096 0.08
H 0.91194 -5.66494 0.64217 0.097 -0.046 -0.044 0.05
H 1.49827 -7.30852 0.35956 -0.046 0.101 0.017 0.07
H 2.52793 -4.73576 -0.93606 0.177 -0.135 -0.119 0.10
H 1.60601 -5.97388 -1.76866 -0.080 -0.058 -0.006 0.09
H 3.32817 -8.31749 -0.48052 -0.085 -0.021 -0.001 0.11
H 4.59973 -8.14336 -1.67651 -0.101 0.285 0.105 0.12
H 1.60616 -8.16198 -2.30488 0.044 -0.100 -0.019 0.07
H 2.78325 -9.42348 -2.68902 0.005 0.154 0.025 0.08
H 2.87277 -7.83287 -3.48614 0.070 -0.096 0.109 0.08
C 2.52269 0.18997 8.19131 -0.048 -0.216 0.124 -0.08
C 1.45498 1.23780 7.93164 0.046 -0.080 -0.045 -0.28
O 0.32157 0.72882 7.23371 0.023 0.180 -0.285 -0.22
C -0.41879 -0.29908 7.88686 -0.226 0.012 0.007 -0.27
C -1.02636 0.14185 9.20658 0.161 0.122 0.196 -0.08
H 2.79144 -0.32594 7.26466 0.001 0.118 0.054 0.08
H 3.41989 0.65367 8.61253 -0.118 -0.042 -0.056 0.08
H 2.17501 -0.56848 8.89826 0.091 0.088 -0.008 0.07
H 1.88181 2.02253 7.29869 -0.234 -0.078 -0.068 0.11
H 1.14374 1.72440 8.86153 0.011 -0.065 0.036 0.11
H 0.19997 -1.19252 8.01390 0.041 0.018 0.070 0.11
H -1.23005 -0.57744 7.20502 0.245 0.176 -0.073 0.12
H -0.25403 0.33734 9.95587 -0.092 -0.076 0.002 0.07
H -1.68721 -0.63533 9.60318 0.091 0.105 -0.086 0.08
H -1.59999 1.06546 9.08053 0.004 -0.157 -0.046 0.08
```
Positions in Å, forces in eV/Å.

Calculated values
- LUMO: -3.19 eV
- Total energy: -133948.3434 eV
- Net charge: +1
- HOMO energy: -10.392 eV
- Kohn-Sham gap: 7.2 eV